Entry 1:
The following is a DFT calculation (wB97M-V/def2-TZVPD) of one molecule with the formula C14H15BrN2O2S2.

## Properties
HOMO-LUMO gap (eV): 8.79
SMILES: CC(C)/C(=N\NS(=O)(=O)c1ccc(Br)cc1)c1cccs1
Energy relative to the best compared isomer or geometry (same formula, charge and spin) (eV): 0.000

The geometry in ORCA input format:
```
! wB97M-V def2-TZVPD RIJCOSX def2/J DEFGRID3
* xyz 0 1
C 2.4054 1.6868 2.1080
C 1.9318 0.4689 1.3057
C 2.8364 0.1807 0.1076
C 0.4871 0.6596 0.9247
N -0.5032 -0.0043 1.3998
N -0.2775 -1.1122 2.2227
S 0.0387 -2.5140 1.3177
O 1.3933 -2.4935 0.8635
O -0.4080 -3.6045 2.1280
C -1.0463 -2.2720 -0.0884
C -0.5314 -1.7318 -1.2499
C -1.3891 -1.4009 -2.2840
C -2.7480 -1.6211 -2.1216
Br -3.9310 -1.1312 -3.5167
C -3.2648 -2.1828 -0.9640
C -2.3985 -2.5046 0.0661
C 0.0613 1.6709 -0.0134
C 0.7106 2.6930 -0.6562
C -0.1280 3.4240 -1.5179
C -1.4034 2.9509 -1.5321
S -1.6131 1.6051 -0.4876
H 2.4637 2.5786 1.4912
H 3.3923 1.4866 2.5188
H 1.7240 1.8844 2.9329
H 1.9675 -0.4030 1.9659
H 2.6852 0.8928 -0.6990
H 3.8768 0.2245 0.4212
H 2.6391 -0.8230 -0.2594
H -1.1269 -1.2881 2.7485
H 0.5319 -1.5741 -1.3298
H -1.0123 -0.9671 -3.1973
H -4.3259 -2.3528 -0.8678
H -2.7578 -2.9404 0.9850
H 1.7497 2.9316 -0.5243
H 0.2071 4.2624 -2.1020
H -2.2367 3.3207 -2.0959
*
```



Entry 2:
The following is a DFT calculation (wB97M-V/def2-TZVPD) of a 25-piece molecular cluster, C6H59F3N2O30P overall.

## Properties
HOMO-LUMO gap (eV): 7.29

The geometry in ORCA input format:
```
! wB97M-V def2-TZVPD RIJCOSX def2/J DEFGRID3
* xyz -1 1
C 2.7916 -2.5196 -2.0311
C 1.2616 -2.5723 -2.6152
O 0.4360 -2.9499 -1.4919
P -1.2415 -2.6239 -1.6783
O -1.1799 -2.7043 -3.4327
O -1.3960 -2.7249 0.0930
N -0.3424 -3.3968 0.6560
O -0.4585 -3.4330 1.8466
C -1.6798 -4.5112 -1.7168
C -2.4621 -4.9438 -3.0843
F -2.6282 -4.8711 -0.6380
N -1.0362 -0.8293 -1.6517
C -2.3093 -0.1596 -1.9250
O -3.2332 0.0640 -1.1206
F -2.5426 0.2396 -3.2974
C -0.3685 -0.3251 -0.4533
O 0.8857 -0.1909 -0.4012
F -1.0597 0.1266 0.7396
H 2.9837 -1.5173 -1.4912
H 2.9766 -3.3506 -1.2581
H 3.5712 -2.5704 -2.8703
H 1.0798 -1.5230 -3.0354
H 1.3132 -3.3877 -3.4409
H -2.6747 -2.3883 -1.8355
H -1.1182 -1.7995 -3.8099
H -0.7680 -5.1839 -1.5531
H -2.9991 -5.9394 -2.8098
H -1.7572 -5.2007 -3.9374
H -3.3008 -4.2132 -3.3612
O 1.0530 1.0826 3.1817
H 0.5967 1.0593 2.3293
H 1.1476 0.1522 3.4209
O 4.2991 -0.2975 -2.8526
H 4.4947 0.5328 -2.3983
H 3.7782 -0.0279 -3.6197
O -2.9805 1.5381 2.6794
H -2.3552 1.4859 3.4140
H -2.6735 0.8592 2.0622
O -4.1954 -1.3329 4.0501
H -3.3450 -1.7933 4.0864
H -4.0305 -0.5827 3.4621
O 5.7598 -2.2204 -0.9795
H 5.7596 -1.2737 -1.1661
H 6.6945 -2.4633 -0.9981
O -1.8577 3.1896 -1.7336
H -2.5210 3.7027 -1.2533
H -2.3783 2.6285 -2.3234
O -2.1921 -2.8465 5.9204
H -1.6242 -3.0310 6.6775
H -3.0848 -2.9793 6.2608
O -6.0459 -1.2751 -1.1016
H -5.1016 -1.0685 -1.0546
H -6.1559 -2.0052 -0.4794
O 0.5304 3.3285 -0.0850
H 0.2667 3.5973 0.8059
H -0.3056 3.2816 -0.5739
O 4.2508 -4.2538 0.7945
H 4.6700 -3.4039 0.6060
H 4.9093 -4.7293 1.3138
O 0.2854 6.2344 -1.1509
H -0.1803 6.2220 -1.9958
H 0.3748 5.2972 -0.9184
O 3.3105 -1.9850 0.6635
H 3.5148 -1.8166 1.5926
H 2.4230 -1.6169 0.5489
O -3.4204 -1.1996 7.7436
H -3.2295 -0.3687 8.1954
H -3.9302 -0.9321 6.9661
O 1.3337 5.2206 1.8510
H 2.1796 4.7546 1.8743
H 1.4968 5.9714 1.2634
O -0.3856 -6.6291 -3.3337
H 0.5557 -6.4144 -3.2937
H -0.4869 -7.3552 -2.7050
O -2.7804 -3.5616 -5.8492
H -2.5835 -2.7290 -5.4008
H -3.3050 -3.2984 -6.6158
O 0.5069 5.9158 4.9797
H 0.7285 5.8045 4.0452
H 0.2379 6.8412 5.0462
O 3.2688 7.5627 1.0363
H 3.4735 8.3877 1.4882
H 2.7504 7.8382 0.2736
O -0.4163 7.7939 2.9614
H 0.3335 7.4660 2.4480
H -1.1768 7.3332 2.5842
O 3.5404 -2.4460 -5.3462
H 4.0765 -2.1006 -6.0711
H 3.4002 -3.3722 -5.5795
O 2.8676 9.7539 0.0056
H 3.0889 9.6434 -0.9286
H 2.5976 10.6790 0.0738
O -2.1840 5.0350 5.4366
H -1.2356 5.2382 5.4814
H -2.2969 4.3049 6.0568
O 6.5550 -5.3532 0.0632
H 6.0860 -5.3729 -0.7811
H 6.6546 -6.2843 0.2982
O -6.2109 1.5661 -0.3275
H -5.6731 1.9080 -1.0512
H -6.3532 0.6361 -0.5612
*
```



Entry 3:
The following is a DFT calculation (wB97M-V/def2-TZVPD) of C30H45Cl2N2PRe as an isolated structure.

## Properties
<S²>: 3.785
HOMO-LUMO gap (spin up / spin down) (eV): 5.21 / 7.08

The geometry in ORCA input format:
```
! wB97M-V def2-TZVPD RIJCOSX def2/J DEFGRID3
* xyz 0 4
P 0.6211 -0.9962 0.3122
C 0.9940 -1.8990 -1.2752
C 1.7160 -3.2329 -1.0430
C 2.1647 -3.8290 -2.3773
C 1.0233 -3.9342 -3.3970
C 0.2367 -2.6292 -3.5504
C -0.2181 -2.0534 -2.2020
C -0.9351 -1.6319 1.1107
C -0.8531 -3.1305 1.4088
C -2.0297 -3.5295 2.3000
C -3.3803 -3.1145 1.7011
C -3.4242 -1.6428 1.2699
C -2.2359 -1.2616 0.3824
C 2.0383 -1.2245 1.4782
C 3.3224 -0.6641 0.8523
C 4.4984 -0.9036 1.8016
C 4.2454 -0.3384 3.2043
C 2.8947 -0.7743 3.7853
C 1.7310 -0.5471 2.8180
H 1.6844 -1.1782 -1.7602
H 1.0290 -3.9259 -0.5347
H 2.5814 -3.1040 -0.3790
H 2.5915 -4.8184 -2.1985
H 2.9729 -3.2159 -2.7951
H 1.4222 -4.2518 -4.3682
H 0.3363 -4.7264 -3.0719
H 0.8568 -1.8847 -4.0661
H -0.6373 -2.8028 -4.1839
H -0.7222 -1.0854 -2.3491
H -0.9536 -2.7337 -1.7452
H -0.9516 -1.0712 2.0630
H -1.9067 -3.0672 3.2868
H 0.1032 -3.3857 1.8900
H -0.8970 -3.6856 0.4594
H -2.0087 -4.6096 2.4583
H -4.1848 -3.3216 2.4177
H -3.5778 -3.7432 0.8226
H -4.3617 -1.4368 0.7429
H -3.4172 -0.9982 2.1598
H -2.2538 -0.1852 0.1612
H -2.2970 -1.7789 -0.5841
H 2.1708 -2.3075 1.6539
H 3.5288 -1.1234 -0.1256
H 3.1654 0.4080 0.6549
H 4.6563 -1.9881 1.8768
H 5.4106 -0.4769 1.3743
H 4.2817 0.7581 3.1620
H 5.0494 -0.6576 3.8765
H 2.6958 -0.2561 4.7277
H 2.9355 -1.8484 4.0111
H 0.8026 -0.9395 3.2562
H 1.5536 0.5219 2.6250
Re 0.3802 1.7706 -0.3054
Cl -0.8072 1.9063 1.7131
Cl 2.1547 1.6459 -1.8009
C -0.9985 1.4254 -1.5841
H -0.5462 1.0260 -2.5296
C -2.4309 1.7249 -1.8193
C -3.2677 2.0196 -0.7274
C -4.6148 2.3027 -0.9243
C -5.1618 2.2796 -2.2110
C -4.3391 1.9713 -3.3066
C -2.9910 1.7034 -3.1263
H -2.8465 1.9988 0.2753
H -5.2375 2.5444 -0.0658
H -4.7620 1.9497 -4.3113
H -2.3478 1.4456 -3.9680
H -6.2178 2.5014 -2.3645
N 0.9488 7.8852 0.5398
C 0.8331 6.5479 0.3555
C -0.3881 5.9846 -0.0839
C -0.4790 4.6295 -0.3366
N 0.5918 3.8120 -0.1296
C 1.7695 4.3147 0.3406
C 1.9180 5.6686 0.5646
H 0.1695 8.5046 0.3803
H 1.8178 8.3026 0.8336
H -1.2529 6.6116 -0.2427
H -1.3990 4.1456 -0.6777
H 2.5622 3.5781 0.5159
H 2.8741 6.0560 0.8975
*
```



Entry 4:
The following is a DFT calculation (wB97M-V/def2-TZVPD) of an isolated ion of composition C2H6O2P and charge +1.

## Properties
HOMO-LUMO gap (eV): 10.83
Energy relative to the best compared isomer or geometry (same formula, charge and spin) (eV): 0.057

The geometry in ORCA input format:
```
! wB97M-V def2-TZVPD RIJCOSX def2/J DEFGRID3
* xyz 1 1
C -2.0889 0.8012 -0.0109
C 1.8141 -1.1185 0.0067
O -0.6158 0.5342 -0.0039
O 1.7747 0.3279 0.1876
P 0.6555 1.3865 0.3012
H -2.2280 1.0170 1.0490
H -2.4039 -0.2796 -0.3304
H -2.2068 1.5967 -0.7144
H 1.0448 -1.6007 0.6559
H 1.3644 -1.2822 -1.0380
H 2.8900 -1.3825 -0.1029
*
```



Entry 5:
The following is a DFT calculation (wB97M-V/def2-TZVPD) of C40H29CsF5NO4P2S as an isolated structure.

## Properties
HOMO-LUMO gap (eV): 5.74
Energy relative to the best compared isomer or geometry (same formula, charge and spin) (eV): 2.608

The geometry in ORCA input format:
```
! wB97M-V def2-TZVPD RIJCOSX def2/J DEFGRID3
* xyz -2 1
Cs -1.9017 -0.4768 -0.4738
O -2.5466 -4.7980 -1.8601
C -2.3579 -3.7141 -1.2910
O -2.4643 -2.5662 -1.7597
C -1.9201 -3.7916 0.1865
C -1.6243 -5.0033 0.8061
C -1.1596 -4.9855 2.1094
C -1.0177 -3.7695 2.7591
C -1.3724 -2.6129 2.0719
N -1.8097 -2.6392 0.8248
C -1.3025 -1.2482 2.7469
O -1.4594 -1.2115 3.9673
O -1.0785 -0.2583 1.9851
H -1.7650 -5.9224 0.2554
H -0.9098 -5.9112 2.6209
H -0.6455 -3.6891 3.7715
C 3.2154 0.8572 -0.3622
C 2.8590 -0.0116 -1.5662
P 1.0129 -0.1678 -1.8883
C 0.8338 -1.9821 -1.9723
C 0.1778 -2.5851 -3.0453
C 0.0122 -3.9555 -3.0844
C 0.4884 -4.7450 -2.0534
C 1.0834 -4.1507 -0.9539
C 1.2447 -2.7776 -0.9070
C 1.1443 0.1432 -3.7070
C 0.3875 1.1525 -4.2875
C 0.5745 1.4914 -5.6194
C 1.5212 0.8295 -6.3824
C 2.2503 -0.2091 -5.8231
C 2.0583 -0.5524 -4.4996
C 3.0029 0.1491 0.9672
P 1.1404 0.0643 1.3931
C 1.4710 -0.4778 3.1212
C 2.2956 -1.5618 3.3970
C 2.6561 -1.8611 4.6996
C 2.1848 -1.0884 5.7460
C 1.2757 -0.0762 5.4900
C 0.9102 0.2156 4.1922
C 1.0146 1.8708 1.7718
C 0.0565 2.6558 1.1455
C -0.0315 4.0176 1.3974
C 0.8475 4.6216 2.2807
C 1.7985 3.8466 2.9261
C 1.8814 2.4914 2.6714
H 2.6160 1.7749 -0.3862
H 4.2713 1.1475 -0.4537
H 3.2917 -1.0118 -1.4564
H 3.2846 0.4558 -2.4613
H -0.2192 -1.9799 -3.8481
H -0.5196 -4.4121 -3.9048
H 0.3738 -5.8168 -2.0994
H 1.4124 -4.7604 -0.1236
H 1.6864 -2.3197 -0.0301
H -0.3488 1.6849 -3.6982
H -0.0123 2.2857 -6.0579
H 1.6944 1.1175 -7.4113
H 2.9772 -0.7451 -6.4222
H 2.6193 -1.3733 -4.0715
H 3.5873 0.6362 1.7539
H 3.3677 -0.8797 0.8840
H 2.6653 -2.1853 2.5930
H 3.3230 -2.6918 4.8959
H 2.5186 -1.2797 6.7575
H 0.8546 0.4972 6.3052
H 0.1821 0.9869 4.0022
H -0.6373 2.1841 0.4634
H -0.7866 4.6041 0.8907
H 0.7962 5.6856 2.4751
H 2.4859 4.2977 3.6329
H 2.6122 1.9006 3.2086
F -6.9592 5.2760 0.9049
C -5.9163 4.9130 0.1091
C -5.8316 3.6254 -0.4177
F -6.8122 2.7377 -0.1308
C -4.7861 3.2724 -1.2447
F -4.7659 2.0097 -1.7332
C -3.7561 4.1731 -1.6208
S -2.5203 3.7653 -2.6825
C -3.8874 5.4698 -1.0592
F -2.9639 6.4141 -1.3542
C -4.9255 5.8326 -0.2287
F -5.0039 7.1008 0.2531
*
```



Entry 6:
The following is a DFT calculation (wB97M-V/def2-TZVPD) of one molecule with the formula C18H14Cl2N4O2.

## Properties
HOMO-LUMO gap (eV): 8.16
SMILES: Cc1nn(-c2ccccc2Cl)c(Cl)c1C/N=N/c1cccc(C(=O)O)c1
Energy relative to the best compared isomer or geometry (same formula, charge and spin) (eV): 0.000

The geometry in ORCA input format:
```
! wB97M-V def2-TZVPD RIJCOSX def2/J DEFGRID3
* xyz 0 1
C -0.0570 -1.0416 1.7151
C -0.2365 0.4328 1.8285
N 0.0647 1.1152 2.8968
N -0.2922 2.4262 2.6602
C -0.1441 3.3918 3.6493
C -1.1962 4.2135 4.0016
C -1.0319 5.1851 5.0394
C 0.1657 5.3134 5.7278
C 1.2384 4.4795 5.3647
C 1.0802 3.5293 4.3608
Cl 2.4925 2.6303 3.9140
C -0.9745 2.5368 1.4325
Cl -1.5326 3.9949 0.5910
C -0.9209 1.2636 0.8841
C -1.3815 0.8034 -0.4682
N -0.2497 0.2291 -1.2455
N -0.5772 -0.6933 -2.0670
C 0.4149 -1.5493 -2.5360
C -0.0773 -2.6441 -3.2653
C 0.8112 -3.6166 -3.7232
C 2.1835 -3.4750 -3.5294
C 2.6678 -2.3708 -2.8548
C 4.1447 -2.2046 -2.6504
O 4.5119 -1.6120 -1.6642
O 4.9398 -2.7551 -3.6500
C 1.7897 -1.4219 -2.3320
H 0.2338 -1.4496 2.7013
H -0.9273 -1.5662 1.3638
H 0.7610 -1.2470 1.0229
H -2.1173 4.1251 3.4951
H -1.8703 5.8295 5.2894
H 0.2901 6.0923 6.4777
H 2.2431 4.6143 5.8053
H -1.8565 1.6202 -1.0270
H -2.1367 0.0520 -0.3066
H -1.1404 -2.7529 -3.4172
H 0.3949 -4.5040 -4.2269
H 2.8463 -4.2234 -3.9125
H 4.4020 -2.9847 -4.4433
H 2.2109 -0.5987 -1.7347
*
```



Entry 7:
The following is a DFT calculation (wB97M-V/def2-TZVPD) of an isolated ion of composition C9H16NO3 and charge +1.

## Properties
HOMO-LUMO gap (eV): 9.04
Energy relative to the best compared isomer or geometry (same formula, charge and spin) (eV): 3.273

The geometry in ORCA input format:
```
! wB97M-V def2-TZVPD RIJCOSX def2/J DEFGRID3
* xyz 1 1
C -2.0731 1.7018 -2.5911
C -1.9549 0.3007 -2.9931
C -1.7182 2.2586 -1.4235
C -1.5201 -0.5750 -2.0885
C -0.7587 1.6555 -0.4255
C -1.2880 0.2539 -0.0851
C 2.8549 -0.9361 1.4869
C 1.4515 -1.5762 1.8850
C 0.2262 -0.7407 1.6276
N -0.1295 -0.5895 0.1583
O -1.3111 -1.9192 -1.9798
O 0.5078 1.6251 -1.0634
O -2.4428 0.1998 0.6573
H -2.6523 2.1844 -3.3866
H -2.0702 -0.0485 -4.0679
H -1.9245 3.3515 -1.4515
H -0.9188 2.1977 0.4919
H 2.6581 0.2030 1.3995
H 3.6188 -1.1523 2.2111
H 3.0849 -1.4941 0.6130
H 1.4504 -1.7035 2.8848
H 1.3463 -2.6769 1.6467
H -0.5115 -1.1462 2.1799
H 0.3799 0.1480 2.1104
H -0.2318 -1.4934 -0.1720
H 0.7381 -0.1600 -0.2811
H -1.8555 -2.4230 -2.6142
H 0.8726 2.4387 -1.4416
H -3.1745 0.8293 0.5586
*
```



Entry 8:
The following is a DFT calculation (wB97M-V/def2-TZVPD) of a 3-piece molecular cluster, C23H32BNO14S overall.

## Properties
HOMO-LUMO gap (eV): 8.08
SMILES: COCCC[C@@]1(B(O)O)CC[C@H](CCCN)OS1(=O)=O.O=C1C=C(O)C(=O)C=C1O.O=C1C=C(O)C(=O)C=C1O

The geometry in ORCA input format:
```
! wB97M-V def2-TZVPD RIJCOSX def2/J DEFGRID3
* xyz 0 1
C 0.5740 -2.1588 1.8597
O 0.9633 -0.8027 1.7952
C 0.5047 -0.0918 0.6492
C -0.4102 1.0568 1.0652
C -1.2126 1.5812 -0.1202
C -2.6354 0.9582 -0.3327
B -2.7905 0.6540 -1.8909
O -3.3226 1.5211 -2.7929
O -2.2525 -0.5666 -2.3017
C -2.9082 -0.3888 0.3876
C -3.6671 -0.2996 1.6999
C -5.0646 0.2932 1.5233
C -6.1779 -0.6847 1.1986
C -6.1236 -1.3395 -0.1988
C -5.6792 -2.8092 -0.2506
N -4.4509 -3.0055 -1.0681
O -5.1195 1.3248 0.4964
S -3.7916 2.1746 0.3084
O -4.0933 3.1785 -0.6527
O -3.3258 2.6234 1.5868
H 1.3316 -2.8205 1.4338
H -0.3770 -2.3387 1.3566
H 0.4563 -2.4214 2.9094
H 1.3694 0.3089 0.1183
H -0.0064 -0.7583 -0.0505
H -1.0306 0.7701 1.9093
H 0.2432 1.8573 1.3968
H -0.6357 1.5045 -1.0447
H -1.3623 2.6500 0.0261
H -3.8668 1.0950 -3.4550
H -2.9452 -1.1825 -2.5604
H -3.5508 -0.9664 -0.2709
H -2.0058 -0.9805 0.4935
H -3.1315 0.2832 2.4445
H -3.7749 -1.3114 2.0940
H -5.3170 0.7724 2.4702
H -7.1061 -0.1132 1.2377
H -6.2598 -1.4254 1.9933
H -7.1469 -1.3099 -0.5728
H -5.5377 -0.7481 -0.8959
H -6.4759 -3.4147 -0.6783
H -5.5388 -3.1942 0.7607
H -4.6054 -3.7777 -1.7047
H -3.7047 -3.3417 -0.4706
O 5.1561 3.5027 -4.0279
C 4.4382 3.5565 -3.0458
C 3.6175 4.7017 -2.7005
C 2.8750 4.6641 -1.5861
O 2.0973 5.6628 -1.1944
C 2.8666 3.4644 -0.6738
O 2.1738 3.5342 0.3257
C 3.6681 2.3074 -1.0263
C 4.4078 2.3511 -2.1430
O 5.1781 1.3494 -2.5539
H 3.6341 5.5564 -3.3616
H 1.6778 5.3736 -0.3609
H 3.6514 1.4334 -0.3797
H 5.5954 1.6598 -3.3814
O 7.5647 -4.0029 1.8536
C 6.7158 -3.1980 1.5159
C 5.5400 -2.8740 2.2973
C 4.6507 -1.9822 1.8312
O 3.5552 -1.6644 2.5000
C 4.8458 -1.2997 0.4960
O 4.0055 -0.5038 0.1135
C 6.0306 -1.6125 -0.2780
C 6.9137 -2.5013 0.1960
O 8.0224 -2.8426 -0.4430
H 5.4135 -3.3735 3.2472
H 3.0367 -1.0126 1.9771
H 6.1617 -1.1043 -1.2232
H 8.4689 -3.5014 0.1242
*
```